No. 1
Below is 13 unconnected molecules or ions with the total composition C72H64O36 at a distorted geometry, with properties calculated with ωB97M-V/def2-TZVPD.

For the gap between HOMO and LUMO, the calculation gives 8.05 eV. The electronic energy comes out at -5490.79334 hartree.

Geometry as XYZ:
```
172
C72H64O36 (ωB97M-V/def2-TZVPD)
C 14.10646 12.55298 20.24197
C 14.21240 13.59572 21.29403
O 12.98383 13.66961 21.91165
C 12.09522 13.16940 20.98065
O 10.88300 13.20853 21.11605
O 12.72287 12.76019 19.89348
H 14.13492 11.47253 20.57340
H 14.71982 12.84663 19.36483
H 14.41075 14.54800 20.81170
H 14.90371 13.45587 22.09310
C 11.44552 16.16034 18.91497
C 11.24682 15.50558 17.54621
O 12.61210 15.25273 17.19199
C 13.37329 15.18540 18.34512
O 14.48826 14.76839 18.42141
O 12.67685 15.63724 19.39448
H 10.71497 16.02025 19.71157
H 11.58385 17.25087 18.85050
H 10.72558 16.15026 16.81618
H 10.75722 14.54144 17.66435
C 14.54538 13.49839 25.63102
C 14.37611 14.99036 25.96441
O 15.45191 15.57045 25.29007
C 15.93501 14.76044 24.41091
O 16.71596 15.08585 23.61611
O 15.36919 13.53064 24.47212
H 13.59035 13.01541 25.43057
H 15.17643 12.93333 26.34218
H 14.53909 15.17041 26.99865
H 13.43566 15.41750 25.62443
C 20.32254 22.85017 31.75005
C 20.71945 22.45382 30.33776
O 19.46485 22.05156 29.75334
C 18.56040 22.80828 30.38564
O 17.47289 23.01727 29.96631
O 19.01261 23.32387 31.54976
H 20.97796 23.57452 32.28739
H 20.18279 21.98079 32.37723
H 21.31007 21.58158 30.39272
H 21.16717 23.30233 29.79109
C 20.19303 18.58879 22.26058
C 20.07304 20.09830 22.01560
O 20.94869 20.63879 23.04779
C 21.39621 19.66577 23.84207
O 22.32098 19.75535 24.60960
O 20.80290 18.48763 23.54614
H 20.81831 17.99277 21.58666
H 19.17102 18.23511 22.45955
H 19.05258 20.47045 22.17498
H 20.53916 20.35804 21.08123
C 9.63987 21.07621 23.19743
C 9.39304 21.20623 24.71714
O 9.05727 19.91874 25.17646
C 8.93189 19.15004 24.10780
O 8.54986 18.00642 24.09878
O 9.11879 19.75677 22.95453
H 10.66881 21.07177 22.95152
H 9.01875 21.83371 22.67114
H 8.57021 21.95566 24.89064
H 10.22362 21.54804 25.20161
C 17.16051 23.59527 23.80400
C 18.15776 22.55442 23.25900
O 17.30747 21.68605 22.45275
C 16.20376 22.39893 22.14105
O 15.37368 21.92202 21.47158
O 16.16910 23.60814 22.74705
H 17.63333 24.60481 24.01547
H 16.75465 23.22173 24.69102
H 18.60443 21.92808 24.02747
H 19.09360 22.95405 22.68970
C 22.97102 22.36156 26.57827
C 23.00502 23.17323 25.29942
O 21.67909 23.74708 25.24275
C 20.85538 23.08490 26.08783
O 19.67362 23.20792 26.11865
O 21.56724 22.19658 26.88163
H 23.36070 23.00544 27.38654
H 23.47224 21.39105 26.50579
H 23.02798 22.50190 24.46471
H 23.75862 23.94414 25.22450
C 6.94257 23.61853 28.88619
C 6.40573 22.74575 27.73780
O 7.62427 22.14941 27.23965
C 8.71490 22.76863 27.76291
O 9.82257 22.45505 27.51061
O 8.36416 23.70653 28.72788
H 6.73579 23.11659 29.83909
H 6.49675 24.64824 28.96757
H 6.07653 23.39222 26.96824
H 5.67173 22.01826 28.04674
C 10.02164 15.22103 23.34743
C 8.76379 14.74164 24.22848
O 9.31361 14.10369 25.31948
C 10.65162 13.93067 25.11108
O 11.28418 13.23298 25.86360
O 11.16745 14.59114 24.08863
H 10.26718 16.24077 23.23483
H 10.07188 14.79117 22.35737
H 8.18690 14.05990 23.60005
H 8.16321 15.59769 24.56678
C 14.96685 17.47213 21.56758
C 13.56286 17.63017 21.81925
C 13.14508 18.42337 22.84605
C 14.06479 19.05512 23.68991
C 15.41446 18.92401 23.49786
C 15.87065 18.19486 22.34051
C 16.48588 19.48487 24.36460
O 17.63248 19.17240 24.21567
C 15.99100 20.47294 25.40090
C 16.92490 21.22523 26.11934
C 16.53893 22.22783 27.01456
C 15.20901 22.48626 27.23337
C 14.30616 21.74453 26.45396
C 14.63946 20.69174 25.58875
C 13.60335 19.93818 24.83347
O 12.40909 20.07431 25.03393
H 15.36963 16.80160 20.77642
H 12.85288 17.01762 21.28441
H 12.10206 18.55223 23.14359
H 16.94314 18.13441 22.27494
H 17.98557 21.25290 26.00553
H 17.27792 22.92619 27.44495
H 14.94372 23.31185 27.85360
H 13.23780 21.98726 26.40765
C 20.00098 18.27482 26.87709
C 20.82068 18.83111 27.87356
C 20.24459 19.10916 29.12324
C 18.93252 18.95828 29.31421
C 18.11542 18.45507 28.29131
C 18.61102 18.08935 27.07939
C 16.64746 18.41787 28.52611
O 15.90332 18.13689 27.60220
C 16.17908 18.57582 29.94065
C 14.81776 18.44617 30.21541
C 14.26297 18.68110 31.46871
C 15.09508 19.18439 32.52554
C 16.46220 19.35878 32.19925
C 16.96271 19.03132 30.96262
C 18.37421 19.28523 30.65580
O 19.13792 19.62200 31.54432
H 20.44767 18.13409 25.90517
H 21.89169 18.97040 27.66180
H 20.83697 19.52870 29.91824
H 18.06050 17.84612 26.16394
H 14.16594 18.17067 29.43474
H 13.19258 18.55645 31.52788
H 14.60953 19.40798 33.45399
H 17.07431 19.80855 32.91528
C 9.03799 13.99499 13.16470
C 8.45708 15.26910 13.03161
C 8.15558 15.99446 14.22457
C 8.27421 15.29082 15.41722
C 8.77819 14.02710 15.59610
C 9.30806 13.47817 14.41779
C 8.90513 13.34407 16.89833
O 9.60451 12.39109 17.11777
C 8.06383 13.95251 17.98402
C 8.01262 13.33128 19.19557
C 7.36656 13.88680 20.27453
C 6.79874 15.16929 20.12200
C 7.04007 15.91395 18.98152
C 7.65717 15.31932 17.86683
C 7.86624 16.12675 16.57686
O 7.70830 17.33102 16.53330
H 9.42410 13.44227 12.36291
H 8.17126 15.70165 12.07743
H 7.71363 16.98494 14.25358
H 9.89514 12.57414 14.56530
H 8.52144 12.43135 19.22055
H 7.22467 13.33143 21.23210
H 6.25902 15.62962 20.94650
H 6.78575 16.96590 18.97784
```

---

No. 2
Below is a molecular structure, C3H5IN2S at a distorted geometry, with properties calculated with ωB97M-V/def2-TZVPD.

The value obtained for the energy above the lowest of the compared OMol25 structures with the same formula, charge and spin is 0.578 eV. For the gap between HOMO and LUMO (spin up / spin down), the calculation gives 7.14 / 7.14 eV. The electronic energy comes out at -922.62352 hartree.

Geometry as XYZ:
```
12
C3H5IN2S (ωB97M-V/def2-TZVPD)
C -0.41581 0.54198 2.30232
C -0.61169 0.51131 0.97119
C 0.78729 0.03316 -1.02531
N 0.80943 -0.01173 2.75553
N 0.54596 0.22049 0.31940
S 1.56990 -0.42039 1.48277
I 2.12578 -2.96454 1.87016
H -1.21544 0.75456 3.01852
H -1.45747 1.00428 0.44000
H 1.96501 -0.04374 -1.14224
H 0.28472 -0.88961 -1.55396
H 0.36137 0.87102 -1.64553
```

---

No. 3
Below is 2 unconnected molecules or ions with the total composition ClH3O2SSi at a distorted geometry, with properties calculated with ωB97M-V/def2-TZVPD.

The value obtained for the energy above the lowest of the compared OMol25 structures with the same formula, charge and spin is 1.050 eV. Its SMILES is O=[SiH2].OSCl. For the gap between HOMO and LUMO, the calculation gives 8.02 eV. The electronic energy comes out at -1300.09845 hartree.

Geometry as XYZ:
```
8
ClH3O2SSi (ωB97M-V/def2-TZVPD)
O -1.32929 -0.15636 -0.37452
Si -1.42383 1.07382 -1.17567
H -2.10416 2.31152 -1.00579
H -0.68501 1.14032 -2.43858
O 0.87494 -1.82541 0.73656
S 2.36754 -1.15110 0.84965
Cl 2.15506 -0.20932 2.67996
H 0.14475 -1.18346 0.72838
```

---

No. 4
Below is a molecular structure, C16H21AsN4O7Ru at a distorted geometry, with properties calculated with ωB97M-V/def2-TZVPD.

Its net charge is +2. The value obtained for the energy above the lowest of the compared OMol25 structures with the same formula, charge and spin is 0.287 eV. Its spin multiplicity is 5. For the gap between HOMO and LUMO (spin up / spin down), the calculation gives 9.19 / 6.32 eV. The electronic energy comes out at -3697.78313 hartree.

Geometry as XYZ:
```
50
C16H21AsN4O7Ru (ωB97M-V/def2-TZVPD)
Ru -0.61932 0.67532 1.11670
O 0.58446 1.83938 2.40160
C 1.08447 1.93909 1.26421
O 0.35002 2.20686 0.25955
C 2.45136 1.40424 0.93869
C 3.64816 2.07209 0.88595
C 4.78312 1.38411 0.45084
C 4.73523 0.04611 0.07930
C 3.52958 -0.61864 0.11565
C 2.33190 0.01806 0.56106
O 1.21648 -0.58256 0.61699
N 3.43784 -2.00976 -0.33332
O 4.46617 -2.57162 -0.55964
O 2.31892 -2.45431 -0.43618
N 6.06941 2.11589 0.33281
O 6.98523 1.47710 -0.09216
O 6.03592 3.26391 0.66516
H 3.72729 3.11298 1.16770
H 5.62691 -0.47507 -0.25341
C -2.94420 2.48392 -1.63873
C -3.30794 1.01685 -1.46566
As -1.75922 -0.05432 -0.82697
C -2.52449 -1.89361 -0.56707
C -3.10902 -2.46837 -1.84417
C -0.63641 -0.28704 -2.44587
C 0.30805 0.87106 -2.71765
H -3.85079 3.07135 -1.78959
H -2.31441 2.63726 -2.51531
H -2.43144 2.87345 -0.75547
H -3.65775 0.58398 -2.41143
H -4.08798 0.89327 -0.70385
H -3.28934 -1.79915 0.21380
H -1.70437 -2.51641 -0.19091
H -3.93095 -1.85719 -2.21800
H -3.50468 -3.46444 -1.63440
H -2.35316 -2.57921 -2.62195
H -1.31938 -0.43182 -3.29523
H -0.06963 -1.21091 -2.26538
H -0.22997 1.79357 -2.93750
H 0.92112 0.63933 -3.59058
H 0.97495 1.05655 -1.87463
N -1.67418 -2.12153 3.91098
C -2.79781 -1.35722 4.00551
C -2.69000 -0.39666 3.04368
N -1.51001 -0.58269 2.37708
C -0.91214 -1.63699 2.93339
H -1.46287 -2.92251 4.49347
H -3.56597 -1.55012 4.72764
H -3.36485 0.40817 2.80180
H 0.03568 -2.04175 2.62151
```

---

No. 5
Below is a single C7H11NO molecule at a distorted geometry, with properties calculated with ωB97M-V/def2-TZVPD.

The value obtained for the energy above the lowest of the compared OMol25 structures with the same formula, charge and spin is 3.683 eV. Its SMILES is N[C@@H]1[C@H]2C[C@@H]3C[C@H]2O[C@@H]31. For the gap between HOMO and LUMO, the calculation gives 9.64 eV. The electronic energy comes out at -403.19862 hartree.

Geometry as XYZ:
```
20
C7H11NO (ωB97M-V/def2-TZVPD)
N 2.63055 -0.01763 -0.08140
C 1.31994 0.47701 -0.21262
C 0.02167 0.51710 0.87599
C -0.89180 1.41250 -0.00032
C -1.21465 0.13011 -0.92655
C -1.72343 -0.82711 0.04504
C -0.37338 -1.02301 0.83501
O 0.49904 -1.60279 -0.17753
C 0.37844 -0.47805 -1.07648
H 3.20464 0.31447 0.63128
H 2.47336 -1.03990 0.24825
H 1.47417 1.39303 -0.70512
H 0.44768 0.88389 1.89767
H -0.47394 2.19221 -0.41906
H -1.74917 1.88125 0.54463
H -1.85221 0.20625 -1.72608
H -1.92625 -1.82741 -0.22238
H -2.54576 -0.29746 0.69063
H -0.40965 -1.57831 1.79030
H 0.71075 -0.71614 -2.01127
```

---

No. 6
Below is a gas-phase ion, C5H11N (charge -1) at a distorted geometry, with properties calculated with ωB97M-V/def2-TZVPD.

Its net charge is -1. The value obtained for the energy above the lowest of the compared OMol25 structures with the same formula, charge and spin is 0.589 eV. Its spin multiplicity is 2. For the gap between HOMO and LUMO (spin up / spin down), the calculation gives 2.68 / 9.62 eV. The electronic energy comes out at -251.77800 hartree.

Geometry as XYZ:
```
17
C5H11N (ωB97M-V/def2-TZVPD)
C 0.23174 0.39383 1.39367
C 0.03612 0.75970 -0.08227
C -0.55026 -0.31160 -0.96046
C -1.62060 -0.09106 -1.70915
C 0.19594 -1.62176 -0.97879
N 1.45133 0.97898 1.94542
H -0.64791 0.67105 1.98934
H 0.15642 -0.69057 1.57224
H -0.50939 1.70356 -0.09723
H 1.04063 0.95089 -0.44718
H -2.12612 -0.85846 -2.29360
H -2.14888 0.85329 -1.71694
H -0.46626 -2.41175 -1.34730
H 0.57071 -1.95993 -0.02139
H 1.00211 -1.55492 -1.71270
H 1.31946 1.25151 2.92065
H 2.10580 0.21506 2.04851
```